Here is a 4-piece molecular cluster, C23H54N5O9S overall in a non-equilibrium geometry from OMol25. Energies are from wB97M-V/def2-TZVPD.

Results
E_tot = -2257.3419 Eh
frontier orbital gap = 0.2565 Ha
charge = +1
E_HOMO = -10.624 eV

Geometry (Å):
N 2.188082 -1.472492 2.511862
C 1.681373 -0.226939 1.871597
N 1.138740 0.626764 2.993186
N 2.785212 0.617416 1.267117
C 0.533841 -0.524165 0.735128
N -0.788462 -0.328272 1.391299
C -1.411058 -1.430860 2.097737
N -2.648832 -0.906306 2.657434
C -2.897430 0.488923 2.327569
C -1.648517 0.850609 1.480284
S -1.264371 2.514803 0.730501
H 2.147581 -2.289595 1.887846
H 3.124631 -1.321651 2.908147
H 0.540227 0.061472 3.607181
H 1.906679 1.088480 3.497142
H 2.976662 0.292582 0.299711
H 2.339791 1.553798 1.155440
H 0.726760 0.216435 -0.130693
H 0.706174 -1.607478 0.364406
H -1.029114 -2.497523 2.206232
H -3.286146 -1.474292 3.241374
H -3.761890 1.178711 2.617972
H -0.798543 3.264277 1.802989
C 5.352030 5.859895 -0.896633
O 5.653368 4.777828 -1.761343
C 6.960458 4.844306 -2.322216
C 7.669588 3.492031 -2.255163
O 8.023593 3.044233 -0.944692
C 6.958241 2.699141 -0.057017
C 6.136441 1.474178 -0.458587
O 5.354588 1.730216 -1.621078
C 5.377995 0.671096 -2.562969
H 5.020731 6.722427 -1.480702
H 4.540252 5.544819 -0.236030
H 6.208533 6.130628 -0.270948
H 7.580887 5.597447 -1.818905
H 6.848353 5.137253 -3.371316
H 8.619078 3.596517 -2.790159
H 7.115544 2.720291 -2.788680
H 6.323210 3.564171 0.132429
H 7.442248 2.469031 0.897042
H 5.439714 1.232513 0.352385
H 6.808890 0.622175 -0.604156
H 6.377259 0.234869 -2.658504
H 5.099372 1.081451 -3.536285
H 4.653371 -0.098004 -2.280577
C -6.543937 6.925951 -3.547973
O -6.551701 5.514903 -3.406296
C -6.548028 4.817898 -4.647122
C -5.544459 3.665357 -4.639688
O -4.166782 4.045726 -4.605452
C -3.686061 4.671393 -3.413972
C -3.667978 3.787703 -2.166607
O -4.985695 3.490772 -1.719316
C -5.165151 2.135616 -1.350182
H -7.561055 7.288988 -3.716026
H -6.162947 7.353932 -2.617478
H -5.885633 7.248988 -4.360847
H -6.318097 5.485479 -5.487912
H -7.555018 4.413872 -4.795009
H -5.669350 3.119833 -5.580744
H -5.764437 2.945540 -3.851790
H -4.213090 5.607906 -3.234654
H -2.650208 4.948485 -3.632830
H -3.166206 4.328101 -1.355553
H -3.099634 2.875744 -2.380372
H -4.652702 1.455818 -2.038890
H -6.233780 1.913800 -1.396931
H -4.813026 1.976342 -0.326521
C 0.955374 -8.299294 1.057124
O -0.325337 -7.738673 1.296538
C -1.384354 -8.688315 1.228626
C -2.359946 -8.525245 2.393857
O -1.847274 -8.871266 3.682248
C -0.821273 -8.039620 4.228387
C -1.243715 -6.611424 4.572513
O -1.515244 -5.850343 3.398260
C -2.685839 -5.061777 3.494045
H 1.134969 -8.372053 -0.018601
H 1.700752 -7.632485 1.497769
H 1.063234 -9.281490 1.527889
H -1.006390 -9.718956 1.221891
H -1.917782 -8.512125 0.288643
H -3.191683 -9.215598 2.220058
H -2.803381 -7.529945 2.410916
H 0.062348 -8.054341 3.591131
H -0.524339 -8.525935 5.162352
H -0.419659 -6.114466 5.096271
H -2.110561 -6.643967 5.240692
H -3.495919 -5.595273 4.000559
H -3.021178 -4.834116 2.478475
H -2.462964 -4.124646 4.015164

Cartesian forces, eV/Å:
-0.73 0.21 -1.45
0.77 0.86 1.02
-0.07 -0.27 -1.44
-1.70 -0.30 -0.23
1.75 0.27 0.62
-3.81 -2.02 1.64
-1.86 4.34 -0.25
2.19 0.94 -1.62
5.29 -1.22 -2.61
-2.07 -1.11 2.46
-0.19 -1.50 0.89
0.53 0.58 0.41
-0.60 -0.15 -0.43
0.82 0.36 -0.17
-0.48 -0.61 -0.25
0.05 0.20 0.85
0.66 -0.74 0.01
-0.85 -1.21 1.55
-0.87 1.80 0.54
-0.60 1.78 -0.18
0.69 0.42 -0.62
1.44 -1.57 -0.37
-0.33 -1.12 -0.42
-0.16 -0.25 -0.22
0.31 0.19 0.43
-0.10 -0.39 -0.01
0.13 0.08 -0.08
-0.39 -0.02 -0.04
0.14 -0.03 0.00
-0.08 0.50 0.02
0.31 -0.35 -0.17
-0.14 0.39 0.04
0.06 0.17 0.14
0.00 0.02 -0.12
0.00 0.05 -0.06
-0.14 -0.08 0.04
0.25 -0.01 -0.08
0.00 0.08 0.17
-0.23 0.12 0.05
-0.20 -0.09 -0.17
0.08 -0.09 -0.12
0.19 -0.04 0.23
-0.01 0.03 -0.11
-0.05 -0.06 0.07
-0.08 -0.02 0.12
0.07 -0.23 -0.08
-0.10 -0.20 0.26
0.37 0.24 -0.36
0.14 -0.21 0.31
-0.08 -0.02 -0.18
-0.13 0.04 0.37
0.05 -0.03 -0.13
-0.34 0.43 -0.14
0.21 -0.58 -0.19
-0.22 0.44 -0.07
0.05 0.18 -0.11
-0.12 -0.07 -0.03
-0.07 -0.01 -0.04
0.02 0.00 0.16
0.03 -0.14 -0.23
0.10 0.16 -0.02
-0.10 0.19 0.16
-0.15 -0.12 0.21
-0.01 -0.16 -0.04
0.24 0.05 -0.11
-0.09 -0.06 -0.02
0.07 0.00 0.05
0.07 0.08 0.09
0.08 -0.21 0.07
-0.12 0.31 -0.02
0.17 -0.42 0.24
-0.13 0.30 0.23
-0.06 -0.18 -0.05
0.14 0.37 -0.14
-0.08 -0.11 0.03
0.34 -0.30 -0.22
-0.58 0.16 0.08
0.41 -0.24 -0.30
0.14 -0.17 0.00
-0.08 0.01 -0.09
-0.03 0.00 -0.08
0.06 0.16 0.04
-0.19 -0.19 0.02
0.15 -0.08 0.06
0.20 0.11 -0.11
-0.05 0.25 -0.10
-0.17 0.03 0.00
0.00 -0.16 0.20
-0.05 0.03 -0.11
0.03 0.11 0.07
0.07 -0.01 0.01
-0.18 0.13 0.23

Mulliken charges in e: atom 1 (N): -0.521, atom 2 (C): 0.878, atom 3 (N): -0.621, atom 4 (N): -0.619, atom 5 (C): -1.211, atom 6 (N): 0.331, atom 7 (C): -0.418, atom 8 (N): -0.011, atom 9 (C): -0.337, atom 10 (C): 0.147, atom 11 (S): -0.192, atom 12 (H): 0.250, atom 13 (H): 0.259, atom 14 (H): 0.182, atom 15 (H): 0.280, atom 16 (H): 0.138, atom 17 (H): 0.276, atom 18 (H): 0.353, atom 19 (H): 0.368, atom 20 (H): 0.584, atom 21 (H): 0.265, atom 22 (H): 0.409, atom 23 (H): 0.201, atom 24 (C): -0.829, atom 25 (O): -0.258, atom 26 (C): -0.516, atom 27 (C): -0.260, atom 28 (O): -0.462, atom 29 (C): -0.376, atom 30 (C): -0.402, atom 31 (O): -0.221, atom 32 (C): -0.883, atom 33 (H): 0.305, atom 34 (H): 0.212, atom 35 (H): 0.397, atom 36 (H): 0.343, atom 37 (H): 0.383, atom 38 (H): 0.424, atom 39 (H): 0.049, atom 40 (H): 0.101, atom 41 (H): 0.429, atom 42 (H): 0.271, atom 43 (H): 0.369, atom 44 (H): 0.410, atom 45 (H): 0.250, atom 46 (H): 0.256, atom 47 (C): -0.827, atom 48 (O): -0.288, atom 49 (C): -0.517, atom 50 (C): -0.241, atom 51 (O): -0.471, atom 52 (C): -0.357, atom 53 (C): -0.317, atom 54 (O): -0.321, atom 55 (C): -0.694, atom 56 (H): 0.304, atom 57 (H): 0.234, atom 58 (H): 0.391, atom 59 (H): 0.340, atom 60 (H): 0.387, atom 61 (H): 0.425, atom 62 (H): 0.030, atom 63 (H): 0.105, atom 64 (H): 0.415, atom 65 (H): 0.293, atom 66 (H): 0.311, atom 67 (H): 0.385, atom 68 (H): 0.277, atom 69 (H): 0.149, atom 70 (C): -0.842, atom 71 (O): -0.267, atom 72 (C): -0.525, atom 73 (C): -0.242, atom 74 (O): -0.459, atom 75 (C): -0.313, atom 76 (C): -0.577, atom 77 (O): -0.244, atom 78 (C): -0.827, atom 79 (H): 0.307, atom 80 (H): 0.232, atom 81 (H): 0.395, atom 82 (H): 0.344, atom 83 (H): 0.382, atom 84 (H): 0.425, atom 85 (H): 0.018, atom 86 (H): 0.073, atom 87 (H): 0.430, atom 88 (H): 0.367, atom 89 (H): 0.380, atom 90 (H): 0.470, atom 91 (H): 0.249, atom 92 (H): 0.230